# 1
DFT (ωB97M-V/def2-TZVPD) results for a 12-piece molecular cluster, C23H48N2O45S11 overall.

The calculation puts the HOMO energy (alpha / beta) at -11.4 / -11.4 eV. The molar mass comes out at 1425.34 g/mol. For the frontier orbital gap (alpha / beta), the calculation gives 0.28863 / 0.04871 Ha. As for the net charge: +1. As for the spin multiplicity: 2.

Cartesian coordinates (Å):
S -14.835 29.332 23.577
S -17.330 26.421 30.839
S -14.630 24.165 25.005
S -16.848 29.059 19.633
S -20.617 26.979 22.821
S -9.616 27.679 25.517
S -17.762 32.578 27.338
S -16.397 22.651 18.787
S -19.101 24.660 25.765
S -12.728 27.926 29.784
S -10.481 28.594 20.115
O -13.539 27.079 30.722
O -20.330 28.071 24.043
O -21.691 26.046 23.166
O -20.604 24.046 25.354
O -13.390 29.471 29.705
O -8.644 28.319 24.670
O -18.712 26.834 31.017
O -16.345 29.839 18.221
O -15.703 28.667 24.811
O -18.966 23.836 27.175
O -17.556 33.224 25.832
O -10.181 27.417 20.892
O -17.221 24.825 30.258
O -11.192 28.159 25.111
O -16.262 31.857 27.258
O -21.154 28.274 21.900
O -17.808 33.662 28.328
O -15.073 27.938 22.697
O -15.204 22.773 24.381
O -16.181 24.036 19.669
O -11.633 29.518 20.935
O -14.532 25.137 23.919
O -17.923 29.749 20.369
O -15.575 30.461 22.975
O -9.924 26.095 25.070
O -15.470 22.608 17.654
O -19.222 26.040 26.124
O -18.088 24.168 24.877
O -15.438 24.431 26.241
O -16.397 26.722 31.953
O -11.245 28.018 29.898
O -9.301 29.770 20.445
O -10.668 28.433 18.727
O -16.349 33.953 21.944
O -15.378 29.375 20.389
O -13.100 23.595 25.339
O -13.424 29.460 23.839
O -19.375 26.394 22.356
O -17.851 22.494 18.590
O -15.815 21.821 20.046
O -9.486 27.748 26.954
O -13.104 27.585 28.164
O -18.789 31.566 27.290
O -17.054 27.637 19.305
O -16.793 27.043 29.374
N -18.352 34.853 21.569
N -18.102 32.646 21.606
C -11.065 30.408 21.910
C -16.099 23.851 21.091
C -14.493 30.084 19.614
C -21.288 23.578 26.500
C -16.402 24.739 29.208
C -21.299 29.148 24.092
C -20.286 23.381 27.674
C -12.970 22.176 24.922
C -16.074 22.420 21.252
C -11.999 27.047 24.655
C -17.580 33.802 21.759
C -16.329 27.403 22.985
C -21.469 29.459 22.605
C -15.580 32.210 26.085
C -16.482 26.103 28.432
C -13.845 28.679 27.618
C -14.380 21.672 24.820
C -11.267 25.786 25.117
C -16.695 32.498 25.103
C -16.786 27.884 24.324
C -13.341 29.914 28.416
C -9.596 30.591 21.515
C -15.326 30.774 18.549
H -16.850 23.951 28.603
H -14.771 32.937 26.140
H -19.049 32.571 21.262
H -14.985 31.357 25.760
H -20.939 29.951 24.735
H -20.183 22.339 27.980
H -17.498 31.837 21.636
H -15.368 24.492 29.449
H -14.666 21.200 25.760
H -16.925 24.253 21.677
H -14.762 31.021 17.650
H -13.920 30.834 20.160
H -11.539 31.388 21.942
H -20.709 30.196 22.346
H -11.164 30.023 22.925
H -17.018 27.007 24.928
H -12.365 21.629 25.645
H -22.472 29.873 22.494
H -12.275 30.063 28.244
H -17.015 27.816 22.246
H -22.114 28.641 24.609
H -17.870 35.741 21.576
H -15.607 26.340 27.827
H -12.967 27.094 25.154
H -11.407 24.866 24.550
H -9.041 30.328 22.415
H -9.367 31.623 21.248
H -20.581 24.076 28.460
H -15.150 24.307 21.372
H -14.858 28.548 27.999
H -16.432 26.324 22.873
H -17.049 21.994 21.488
H -21.963 22.733 26.367
H -17.229 26.103 27.639
H -11.540 25.491 26.130
H -13.718 29.413 19.243
H -13.739 28.675 26.533
H -21.860 24.462 26.780
H -16.358 33.050 24.225
H -15.781 31.697 18.907
H -17.674 28.516 24.306
H -12.522 22.240 23.930
H -12.163 26.996 23.579
H -13.820 30.866 28.184
H -19.222 34.650 21.097
H -17.196 31.594 24.757
H -14.452 20.885 24.069
H -15.371 22.086 22.016

=====

# 2
DFT (ωB97M-V/def2-TZVPD) results for a 10-piece molecular cluster, C23H49Br18N4Si overall.

The calculation puts the HOMO energy at -11.0 eV. The molar mass comes out at 1848.03 g/mol. For the frontier orbital gap, the calculation gives 0.29770 Ha. As for the net charge: +1. As for the spin multiplicity: 1.

Cartesian coordinates (Å):
Br 6.223 -2.711 2.292
Br -1.393 -4.276 0.551
Br 9.549 -0.803 1.681
Br -3.493 -3.403 -6.126
Br 3.138 1.639 2.205
Br 11.551 -3.491 3.225
Br -6.784 -1.251 -5.173
Br 4.097 -4.983 0.300
Br -0.377 -1.501 3.570
Br -2.089 -5.420 -3.359
Br 3.030 -2.878 3.883
Br -5.780 3.919 1.773
Br -4.248 0.193 -7.438
Br 2.526 2.224 5.797
Br -3.852 1.635 3.938
Br -2.554 3.358 -2.901
Br 0.556 -6.676 2.570
Br -2.858 -0.274 -3.486
Si -0.925 4.326 1.077
N 2.345 4.805 -3.173
N 0.906 6.408 -1.890
N 0.951 4.131 -1.286
N 0.066 6.304 -0.824
C 9.499 -1.512 3.496
C -5.597 2.454 4.229
C -3.665 -4.275 -3.403
C -2.271 3.028 0.696
C 2.914 0.563 4.852
C 1.459 5.123 -2.209
C -0.329 -6.921 0.850
C 10.884 -1.831 3.998
C -5.979 -0.604 -7.849
C 1.033 -1.655 2.233
C -3.893 2.364 -3.915
C -4.247 1.068 -3.231
C 5.393 -3.648 -0.288
C -0.186 -5.697 -0.019
C -7.014 -0.228 -6.818
C 0.096 4.902 -0.446
C 1.787 -2.951 2.384
C 6.602 -3.627 0.613
C 0.326 3.537 2.332
C 3.935 0.779 3.764
C -4.403 -4.388 -4.712
C -6.401 2.497 2.954
C -1.769 5.913 1.791
H -1.956 2.049 1.208
H -5.417 3.439 4.658
H 1.665 -0.773 2.335
H 2.409 -3.138 1.508
H 2.900 3.947 -3.058
H 1.417 3.613 1.948
H -5.821 -1.679 -7.931
H -5.389 -3.927 -4.635
H 4.773 1.402 4.076
H -8.015 -0.479 -7.170
H -0.916 6.677 1.919
H -4.513 -5.414 -5.061
H -0.464 7.069 -0.378
H -6.250 -0.205 -8.827
H 5.672 -3.950 -1.298
H -4.390 1.174 -2.156
H -2.581 6.332 1.107
H 0.165 4.092 3.313
H 6.965 -4.621 0.869
H -0.475 -5.918 -1.047
H 0.169 -7.776 0.393
H -6.087 1.823 4.971
H 0.518 -1.619 1.272
H -2.435 2.812 -0.408
H -3.492 2.227 -4.919
H -4.761 3.022 -3.962
H 3.302 -0.114 5.614
H 7.411 -3.056 0.156
H 8.836 -2.376 3.481
H -4.290 -4.624 -2.580
H 0.821 -5.279 -0.012
H 1.137 -3.810 2.551
H -6.985 0.825 -6.542
H 2.520 5.366 -4.010
H -1.366 -7.180 1.060
H 4.315 -0.176 3.399
H 9.045 -0.722 4.097
H -7.443 2.739 3.165
H -5.145 0.635 -3.672
H -3.324 -3.263 -3.189
H -6.357 1.570 2.384
H 10.872 -2.005 5.075
H 4.870 -2.693 -0.330
H 11.615 -1.057 3.768
H 1.964 0.179 4.482
H 0.070 2.431 2.384
H -2.211 5.605 2.788
H 1.166 7.247 -2.415
H -3.272 3.410 1.108

=====

Look up the molar mass of the first one. 1425.34 g/mol

=====

net charge of number 2 (C23H49Br18N4Si)? +1

=====

molar mass of number 1 (C23H48N2O45S11)? 1425.34 g/mol